C21H45B3ClNO13 | ωB97M-V/def2-TZVPD

Computed properties:
Total energy: -65174.13395 eV
Structure (SMILES): CCOCB1OB(CCCN)OB(C[C@@H](C)Cl)O1.CCOC(=O)OC.CCOC(=O)OC.CCOC(=O)OC
HOMO-LUMO gap: 0.352 hartree
Molar mass: 587.5 g mol⁻¹

The geometry in XYZ format:
```
84
C21H45B3ClNO13, DFT ωB97M-V/def2-TZVPD
C 7.47845 -1.48994 0.71018
C 7.53393 -1.83754 -0.76987
O 6.42688 -1.30776 -1.48214
C 5.27468 -2.12958 -1.43697
B 3.97706 -1.28817 -1.71627
O 4.02271 0.03561 -2.10632
B 3.20405 0.84267 -1.32968
C 3.71703 2.12225 -0.60239
C 2.81627 3.36026 -0.73892
C 3.04248 4.41829 0.36414
N 1.85282 4.91459 1.04786
O 1.90469 0.36802 -1.12658
B 1.80268 -0.98744 -0.86071
C 0.75456 -1.55511 0.15355
C -0.31078 -0.56424 0.62539
C -1.69719 -0.80750 0.02132
Cl -0.41613 -0.58115 2.43632
O 2.72654 -1.83641 -1.46002
H 6.47716 -1.65994 1.11008
H 8.16629 -2.11154 1.28465
H 7.72808 -0.44309 0.87340
H 8.41998 -1.39982 -1.23104
H 7.58964 -2.92397 -0.91174
H 5.37800 -2.97424 -2.13533
H 5.14381 -2.57143 -0.43761
H 4.73034 2.33256 -0.95108
H 3.80886 1.85515 0.45969
H 3.03566 3.81712 -1.70644
H 1.76372 3.06684 -0.73266
H 3.57719 5.27708 -0.04567
H 3.69421 3.98869 1.12877
H 1.43209 4.18790 1.61522
H 1.15348 5.24987 0.39628
H 0.29717 -2.46757 -0.23560
H 1.35602 -1.88638 1.00705
H 0.00957 0.44648 0.38877
H -1.73598 -1.76085 -0.50402
H -1.90385 -0.03880 -0.72478
H -2.47921 -0.77728 0.77443
C -5.28216 -5.98216 -3.22382
C -5.80633 -4.56451 -3.23233
O -4.74948 -3.60171 -3.03515
C -4.00487 -3.34216 -4.10865
O -4.14966 -3.81251 -5.20735
O -3.06674 -2.45931 -3.76024
C -2.14744 -2.12638 -4.80755
H -4.72610 -6.17604 -2.30622
H -6.11651 -6.68186 -3.27798
H -4.62740 -6.15915 -4.07542
H -6.48350 -4.39019 -2.39814
H -6.32880 -4.33487 -4.16045
H -2.68056 -1.80961 -5.70097
H -1.51751 -2.98241 -5.04353
H -1.54433 -1.31265 -4.41651
C -6.23727 -0.48868 -1.18021
C -7.19718 -0.87441 -2.28181
O -8.45839 -1.33327 -1.75871
C -9.29635 -0.37490 -1.36747
O -9.10978 0.81227 -1.44906
O -10.39673 -0.95494 -0.88582
C -11.38742 -0.03951 -0.40598
H -6.11338 -1.31290 -0.47685
H -5.26272 -0.24764 -1.60588
H -6.60164 0.37926 -0.63214
H -6.81184 -1.72082 -2.84726
H -7.37072 -0.04950 -2.97191
H -11.63360 0.69526 -1.16933
H -11.03021 0.47166 0.48649
H -12.25462 -0.64793 -0.16943
C 5.24855 1.71873 7.04802
C 6.13519 2.84928 6.57638
O 5.68736 3.38976 5.31928
C 4.65398 4.23117 5.39735
O 4.10982 4.59151 6.40995
O 4.33979 4.61874 4.16380
C 3.21947 5.51153 4.07951
H 5.17453 0.94770 6.28047
H 5.66871 1.27164 7.94953
H 4.24794 2.08168 7.27705
H 7.14494 2.49850 6.37221
H 6.18582 3.65051 7.31263
H 3.35851 6.36845 4.73512
H 2.30459 4.98885 4.35564
H 3.16111 5.81990 3.04153
```



C21H45B3FNO9 | ωB97M-V/def2-TZVPD

Computed properties:
Total energy: -47177.30423 eV
Structure (SMILES): C[C@@H](F)B1OBOB(CN)O1.CC(C)=O.CC(C)=O.CC(C)=O.CC(C)=O.CC(C)=O.CC(C)=O
HOMO-LUMO gap: 0.356 hartree
Molar mass: 507.0 g mol⁻¹

The geometry in XYZ format:
```
80
C21H45B3FNO9, DFT ωB97M-V/def2-TZVPD
C -0.55115 1.38851 1.19462
C 0.57087 0.92065 0.25300
F 1.11294 2.01699 -0.44820
B 1.68621 0.06898 0.95604
O 3.04291 0.21861 0.72326
B 3.70885 -0.97740 0.51451
O 3.29591 -2.10385 1.19449
B 1.91687 -2.17755 1.37232
C 1.08976 -3.46432 1.02085
N 1.32346 -3.85066 -0.39034
O 1.29848 -0.99594 1.76431
H -0.62180 2.47097 1.11254
H -1.50349 0.93750 0.93861
H -0.35028 1.12686 2.23135
H 0.12709 0.25116 -0.49852
H 4.59026 -1.02063 -0.28186
H 0.03816 -3.23951 1.22010
H 1.36814 -4.30723 1.65851
H 1.40537 -3.02632 -0.97711
H 0.49579 -4.31805 -0.74339
C 8.98549 -2.95625 1.39435
C 7.60246 -3.55698 1.37502
C 6.51249 -2.76151 2.05373
O 7.37747 -4.61780 0.84063
H 9.67496 -3.61762 0.87511
H 8.98203 -1.98650 0.89488
H 9.32312 -2.81335 2.42273
H 6.42287 -1.77948 1.58599
H 6.76079 -2.61878 3.10735
H 5.56480 -3.28704 1.97324
C -5.35880 0.19912 0.19446
C -4.51781 -0.17506 1.38948
C -4.89058 -1.44280 2.11321
O -3.58429 0.51330 1.73957
H -5.00085 1.13158 -0.23368
H -5.31852 -0.59830 -0.55087
H -6.40173 0.32746 0.48951
H -4.84030 -2.29665 1.43854
H -5.91637 -1.38145 2.47904
H -4.21297 -1.59732 2.95015
C 9.89330 -3.62990 -2.51467
C 10.68066 -2.41175 -2.09677
C 12.09962 -2.31468 -2.60396
O 10.20001 -1.55907 -1.38819
H 8.89492 -3.59197 -2.08610
H 9.82441 -3.67568 -3.60313
H 10.39737 -4.53679 -2.17534
H 12.10780 -2.31546 -3.69536
H 12.67690 -3.17747 -2.26683
H 12.56005 -1.40123 -2.23649
C -3.63191 3.17546 -2.46154
C -4.75573 3.96483 -1.83011
C -4.89413 5.40123 -2.26556
O -5.49872 3.46755 -1.01606
H -3.62645 2.16020 -2.07249
H -3.75512 3.15145 -3.54583
H -2.67327 3.65073 -2.24587
H -5.06007 5.45918 -3.34226
H -3.97730 5.95004 -2.04282
H -5.72902 5.86923 -1.75148
C -7.48210 -6.31117 1.70657
C -6.56615 -5.30305 2.35673
C -6.01534 -5.66716 3.71425
O -6.28757 -4.25714 1.81930
H -7.81240 -5.93892 0.74037
H -6.96002 -7.26048 1.57438
H -8.34892 -6.49496 2.34379
H -5.44375 -6.59476 3.65002
H -6.83289 -5.82913 4.41895
H -5.37401 -4.86835 4.07776
C -3.72502 9.78603 -2.23851
C -5.20723 9.53324 -2.38083
C -6.12719 10.51752 -1.69940
O -5.63392 8.59204 -3.00602
H -3.16818 9.01735 -2.76840
H -3.47090 10.76632 -2.64547
H -3.44354 9.78118 -1.18394
H -5.95484 11.52266 -2.08832
H -5.92618 10.53714 -0.62679
H -7.16181 10.23242 -1.87109
```



C21H45BeCaCl3FMgNO15S2SiTa | ωB97M-V/def2-TZVPD

Computed properties:
Total energy: -150333.38904 eV
HOMO-LUMO gap: 0.036 hartree
Molar mass: 1023.5 g mol⁻¹
Charge: +1

The geometry in XYZ format:
```
93
C21H45BeCaCl3FMgNO15S2SiTa, DFT ωB97M-V/def2-TZVPD
C 0.73468 3.72979 6.62029
C 1.36349 2.57839 6.05803
C 1.83614 1.37085 5.00181
Ta 1.58363 1.99785 2.75486
C -0.12767 0.40692 2.41461
S -1.51687 1.28540 1.43718
O -1.91704 0.52219 0.15441
O -2.78314 1.53024 2.32217
N 3.16823 0.66945 2.25209
C 3.38987 0.32339 0.97512
C 2.94060 0.98886 -0.43606
C 4.38806 -1.01507 0.79917
Si 3.36314 3.94569 3.01151
C 4.64825 3.57630 4.40564
C 4.28158 4.02823 1.30452
C 2.40510 5.60455 3.20656
H 0.16305 4.75439 6.84241
H 1.07346 0.47524 5.18850
H 2.93000 1.03720 5.27000
H 1.31181 2.65080 1.01591
H 0.26948 3.17093 3.29858
H -0.63268 0.08896 3.43830
H 0.22371 -0.52003 1.79636
H -0.99182 2.56920 1.12477
H 3.55725 1.99579 -0.61175
H 1.80066 1.21923 -0.56253
H 3.24818 0.29883 -1.35970
H 5.15760 -0.97026 1.69718
H 5.00458 -0.85237 -0.18866
H 3.77385 -2.01091 0.79077
H 5.71904 3.60911 3.87762
H 4.63644 4.52688 5.12509
H 4.45604 2.56553 4.97756
H 4.83832 5.06441 1.16072
H 3.42169 3.99160 0.47814
H 4.96922 3.10014 1.09338
H 1.56115 5.61913 2.36974
H 3.12456 6.51524 2.93043
H 1.91721 5.76248 4.28189
C -3.41196 -1.24739 -4.67674
C -3.45550 -0.30667 -3.47351
C -2.10076 -0.39522 -2.77286
S -0.91333 -0.83137 -4.03439
O -0.39351 -2.15048 -3.74135
O -0.04911 0.30391 -4.28876
C -2.08584 -0.97031 -5.36913
H -4.25857 -1.08490 -5.35014
H -3.44632 -2.28831 -4.33363
H -3.62551 0.72018 -3.81937
H -4.27108 -0.56178 -2.78968
H -1.81780 0.55942 -2.32218
H -2.09341 -1.18232 -2.01386
H -1.78286 -1.76634 -6.05142
H -2.10911 -0.01129 -5.89525
C 1.46091 6.42554 -1.13855
Cl 0.71557 5.44603 0.13047
Cl 3.20248 6.58356 -0.87973
H 1.28684 5.94726 -2.10547
H 1.00848 7.42016 -1.13213
C -3.09807 -6.70896 0.20201
O -1.83225 -6.80670 -0.44808
C -1.46595 -5.69059 -1.12748
O -2.11418 -4.65956 -1.21560
O -0.25351 -5.92053 -1.69167
C 0.26119 -4.82340 -2.44392
H -3.28944 -7.65644 0.71332
H -3.08699 -5.91004 0.95043
H -3.89606 -6.54514 -0.52939
H 0.40651 -3.94911 -1.80138
H -0.40256 -4.58425 -3.28106
H 1.23321 -5.11780 -2.84903
Ca -1.45579 0.48188 5.26075
F -0.40444 1.01416 -1.69443
Mg -0.10526 -0.03653 -6.40751
C -7.50294 -8.70380 -2.36662
C -6.38104 -7.78688 -1.92504
O -5.52144 -8.47081 -1.02515
H -8.07881 -9.05091 -1.50238
H -8.17743 -8.19009 -3.05744
H -7.10299 -9.59481 -2.86132
H -6.78388 -6.90880 -1.41174
H -5.79256 -7.44588 -2.78227
H -5.16247 -9.24405 -1.49319
O 3.93719 4.49318 9.11677
Cl 3.10673 5.66589 9.31063
O 2.89718 6.32580 8.03663
O 3.76491 6.57850 10.22517
O 1.82745 5.26618 9.86399
C -0.62653 0.25120 -10.99002
O -0.66268 -0.12381 -9.82823
O -0.54458 1.42928 -11.35623
O -0.66611 -0.48926 -11.97934
Be 5.82309 6.09790 2.12985
```



HOMO energy values (in eV) by entry order: -9.32; -9.22; -8.82.